# C17H34N4O3S

A single C17H34N4O3S molecule in a non-equilibrium geometry (wB97M-V/def2-TZVPD, the OMol25 dataset).

## Properties
SMILES string: CCN(CC)CCNC(=O)C1CCN(S(=O)(=O)N2CCCCC2)CC1
Calculated total energy: -41119.4784 eV
Net charge: 0
E_HOMO: -8.4757 eV
HOMO-LUMO gap: 9.22 eV
Lowest unoccupied orbital energy: 0.74 eV
ΔE to the lowest compared entry with this formula, charge and spin: 0.0 kcal per mole
Spin multiplicity: 1

```
59
Properties=species:S:1:pos:R:3:forces:R:3:mulliken_charge:R:1
S -1.907 -0.231 0.126 -0.47 -0.81 -0.09 1.2778
O -2.053 0.595 1.288 0.02 -0.03 0.25 -0.7823
O -1.042 0.260 -0.911 -0.10 0.01 -0.27 -0.7471
O 3.637 -2.761 -0.257 0.36 -0.21 0.13 -0.7041
N 2.709 -0.887 -1.098 0.05 0.31 -0.40 0.1382
N -1.489 -1.754 0.660 -0.44 0.89 -0.16 0.1708
N -3.356 -0.626 -0.589 0.98 0.13 0.28 0.0387
N 3.141 1.601 -0.106 0.03 0.23 -0.13 0.7543
C -4.439 1.533 -1.092 -0.20 -0.23 -0.12 -0.3486
C 2.262 2.749 -0.293 -0.23 0.13 0.14 -0.7743
C -3.796 0.263 -1.647 0.20 0.56 -0.40 -0.9979
C -0.518 -1.764 1.739 0.35 0.39 0.45 -1.6831
C 2.665 -2.050 -0.423 -0.62 -0.33 0.07 -0.0339
C 0.973 2.625 0.516 0.23 0.05 -0.18 -0.9997
C 3.960 -0.286 -1.496 0.25 -0.06 -0.05 -0.9623
C 1.283 -2.421 0.118 0.17 0.15 -0.06 0.2193
C 4.625 0.472 1.553 -0.07 0.26 -0.04 -1.1228
C -5.084 0.258 0.951 -0.14 -0.08 -0.19 -0.4600
C 0.226 -2.442 -0.991 -0.06 -0.13 0.15 -0.5158
C 3.916 1.238 -1.280 -0.07 -0.21 -0.01 -0.8989
C -1.165 -2.684 -0.403 0.13 -0.21 -0.66 -1.2856
C -4.397 -0.972 0.359 -0.30 -0.09 0.65 -1.0213
C 3.943 1.756 1.097 0.02 -0.15 0.15 -0.7754
C 0.886 -1.443 1.231 -0.18 -0.30 0.09 0.4375
C -5.597 1.160 -0.170 0.20 0.13 0.16 -0.8000
H -6.364 0.633 -0.744 -0.09 0.02 -0.03 0.3148
H -3.684 2.083 -0.526 0.01 0.13 -0.04 0.2488
H 0.460 -3.228 -1.711 0.01 0.01 -0.05 0.4496
H -6.049 2.059 0.251 -0.08 -0.02 -0.04 0.3735
H 0.405 3.549 0.435 -0.13 0.11 0.05 0.5083
H 4.993 0.601 2.568 0.08 -0.03 0.07 0.4403
H -1.236 -3.694 0.014 -0.06 0.05 -0.02 0.4578
H 1.599 -1.511 2.055 0.04 0.07 0.00 0.5045
H -4.512 -0.289 -2.265 0.07 -0.01 0.03 0.4417
H -0.548 -2.755 2.202 -0.06 0.05 -0.03 0.4569
H 5.472 0.223 0.920 0.09 -0.10 -0.04 0.2817
H -5.124 -1.599 -0.168 0.07 -0.02 0.03 0.5003
H -3.917 -1.564 1.140 -0.25 -0.13 0.00 0.3770
H 0.890 -0.419 0.855 0.12 0.09 0.06 -0.3380
H 4.747 -0.769 -0.914 -0.07 0.07 -0.11 0.4493
H 1.176 2.443 1.568 0.00 0.01 0.16 0.2931
H 0.207 -1.487 -1.513 0.06 -0.16 -0.07 0.1860
H -4.357 0.803 1.553 -0.12 -0.01 0.07 0.2343
H 4.708 2.544 0.959 -0.13 0.00 0.02 0.3269
H -5.906 -0.061 1.595 0.02 -0.02 0.05 0.4023
H -0.848 -1.018 2.462 0.12 -0.20 0.14 0.5970
H 3.443 1.682 -2.160 0.04 0.05 0.08 0.4510
H -2.914 0.498 -2.242 -0.21 -0.01 -0.17 0.3738
H 4.155 -0.491 -2.556 0.11 0.02 0.13 0.3746
H 0.355 1.816 0.138 0.01 -0.02 0.00 0.1071
H -1.933 -2.560 -1.169 0.06 -0.26 -0.03 0.5282
H 4.946 1.623 -1.232 -0.05 0.00 -0.08 0.3283
H 1.988 2.818 -1.348 0.09 0.02 0.03 0.3830
H 2.779 3.686 -0.024 -0.02 -0.03 -0.11 0.3029
H 3.923 -0.356 1.538 -0.06 -0.15 0.02 0.1626
H 3.269 2.086 1.890 0.07 0.07 -0.02 0.3647
H 1.372 -3.425 0.548 0.10 0.10 -0.06 0.4892
H 1.912 -0.269 -1.088 -0.02 -0.15 0.17 0.0943
H -4.786 2.159 -1.915 0.06 0.05 -0.01 0.4107
```
Positions in Å, forces in eV/Å.